Entry 1:
Here is the molecule C30H46NO7P from the OMol25 dataset. Energies are from ωB97M-V/def2-TZVPD.

Positions of all 85 atoms, in Å:
C (3.338, 1.747, 3.437)
C (2.979, 0.831, 2.274)
C (2.152, 1.495, 1.210)
O (2.217, 1.240, 0.032)
O (1.322, 2.420, 1.708)
C (0.412, 3.001, 0.802)
O (-0.727, 2.197, 0.659)
P (-0.786, 0.573, 0.527)
O (0.068, -0.159, 1.471)
C (-2.568, 0.305, 0.842)
C (-3.555, 0.616, -0.274)
C (-3.568, 2.090, -0.660)
C (-4.530, 2.369, -1.823)
C (-5.956, 2.102, -1.431)
C (-6.662, 3.036, -0.682)
C (-7.965, 2.788, -0.289)
C (-8.581, 1.599, -0.641)
C (-7.887, 0.662, -1.387)
C (-6.584, 0.913, -1.778)
C (-0.392, 0.203, -1.249)
C (-0.695, -1.257, -1.397)
O (-1.838, -1.630, -1.697)
N (0.276, -2.134, -1.163)
C (1.648, -1.834, -0.797)
C (2.263, -3.196, -0.463)
C (3.781, -3.236, -0.657)
C (4.340, -4.621, -0.323)
C (5.856, -4.659, -0.500)
C (6.526, -3.608, 0.378)
C (5.983, -2.223, 0.041)
C (4.467, -2.182, 0.218)
C (1.484, -4.143, -1.382)
C (0.073, -3.570, -1.358)
C (-0.776, -4.183, -0.216)
O (-0.357, -5.043, 0.506)
O (-2.004, -3.706, -0.129)
C (-0.016, 4.367, 1.355)
C (-1.010, 5.030, 0.408)
C (1.212, 5.249, 1.566)
H (3.935, 2.589, 3.092)
H (2.439, 2.128, 3.911)
H (3.915, 1.195, 4.174)
H (3.872, 0.419, 1.802)
H (2.368, -0.002, 2.633)
H (0.911, 3.113, -0.175)
H (-2.631, -0.751, 1.116)
H (-2.787, 0.892, 1.737)
H (-4.553, 0.326, 0.066)
H (-3.317, 0.004, -1.145)
H (-3.865, 2.687, 0.205)
H (-2.563, 2.398, -0.950)
H (-4.426, 3.414, -2.124)
H (-4.257, 1.739, -2.672)
H (-6.186, 3.967, -0.408)
H (-8.502, 3.525, 0.291)
H (-9.599, 1.405, -0.336)
H (-8.362, -0.267, -1.665)
H (-6.047, 0.178, -2.361)
H (-1.051, 0.776, -1.898)
H (0.651, 0.451, -1.433)
H (1.673, -1.147, 0.045)
H (2.167, -1.379, -1.650)
H (2.024, -3.448, 0.574)
H (4.005, -3.014, -1.707)
H (3.882, -5.373, -0.966)
H (4.089, -4.867, 0.711)
H (6.230, -5.652, -0.246)
H (6.103, -4.466, -1.547)
H (7.607, -3.631, 0.231)
H (6.325, -3.831, 1.428)
H (6.449, -1.473, 0.683)
H (6.234, -1.978, -0.993)
H (4.098, -1.189, -0.041)
H (4.218, -2.374, 1.264)
H (1.481, -5.166, -1.012)
H (1.894, -4.119, -2.392)
H (-0.479, -3.733, -2.294)
H (-2.162, -2.972, -0.787)
H (-0.499, 4.178, 2.318)
H (-0.552, 5.198, -0.564)
H (-1.887, 4.403, 0.278)
H (-1.323, 5.989, 0.814)
H (0.910, 6.208, 1.978)
H (1.720, 5.422, 0.620)
H (1.908, 4.778, 2.255)

The calculation puts the HOMO-LUMO gap at 9.70 eV. Its structure (SMILES) is CCC(=O)O[C@@H](O[P@@](=O)(CCCCc1ccccc1)CC(=O)N1C[C@H](C2CCCCC2)C[C@H]1C(=O)O)C(C)C. For the energy above the lowest of the compared OMol25 structures with the same formula, charge and spin, the calculation gives 0.138 eV. The value obtained for the LUMO energy is 0.594 eV.

***

Entry 2:
Here is a cluster of 3 separate species, C6H17NO3 in total from the OMol25 dataset. Energies are from ωB97M-V/def2-TZVPD.

Positions of all 27 atoms, in Å:
C (0.557, 0.878, -1.563)
C (-0.661, 0.100, -0.890)
C (-1.942, 0.884, -1.307)
C (-0.487, 0.202, 0.582)
C (0.716, -0.595, 1.297)
N (1.384, 0.397, 2.075)
C (0.326, -1.930, 1.897)
O (-0.603, -2.199, 2.630)
H (0.747, 0.565, -2.654)
H (0.396, 2.033, -1.564)
H (1.527, 0.705, -1.071)
H (-0.608, -0.995, -1.244)
H (-2.263, 1.737, -0.683)
H (-2.866, 0.141, -1.217)
H (-1.876, 1.185, -2.370)
H (-1.376, -0.321, 1.111)
H (-0.464, 1.269, 1.004)
H (1.578, -0.827, 0.396)
H (2.299, 0.131, 2.513)
H (0.825, 0.629, 2.794)
H (1.095, -2.733, 1.557)
O (-0.401, -2.885, -1.263)
H (0.066, -2.960, -2.042)
H (-1.246, -3.304, -1.413)
O (1.063, 3.001, 0.692)
H (0.316, 2.317, 0.520)
H (1.899, 2.573, 0.213)

The calculation puts the HOMO-LUMO gap at 9.47 eV. Its structure (SMILES) is CC(C)C[C@@H](N)C=O.O.O. For the energy above the lowest of the compared OMol25 structures with the same formula, charge and spin, the calculation gives 4.181 eV. The value obtained for the LUMO energy is 0.362 eV.

***

Entry 3:
Here is a cluster of 11 separate species, C27H47ClN10O5P2S in total from the OMol25 dataset. Energies are from ωB97M-V/def2-TZVPD.

Positions of all 93 atoms, in Å:
C (4.087, -0.619, 0.766)
C (4.537, 0.180, -0.466)
C (4.160, 1.659, -0.413)
C (2.648, 1.904, -0.487)
O (1.999, 0.858, -1.239)
O (1.228, 0.063, -0.322)
P (-0.064, -0.450, -1.122)
O (0.212, -1.003, -2.442)
O (-0.645, -1.501, -0.063)
P (0.256, -2.402, 0.987)
S (-0.804, -3.514, 2.139)
O (-1.035, 0.787, -1.064)
C (-2.452, 0.614, -1.047)
Cl (-3.095, 1.297, -2.561)
C (-3.075, 1.268, 0.194)
C (-2.052, 1.642, 1.260)
H (4.841, -1.351, 1.058)
H (3.905, 0.030, 1.627)
H (3.178, -1.184, 0.558)
H (5.618, 0.111, -0.567)
H (4.132, -0.255, -1.374)
H (4.678, 2.200, -1.205)
H (4.533, 2.067, 0.532)
H (2.419, 2.812, -1.045)
H (2.189, 1.971, 0.497)
H (1.054, -1.472, 1.649)
H (1.096, -3.100, 0.115)
H (-2.706, -0.444, -1.080)
H (-3.631, 2.155, -0.103)
H (-3.793, 0.556, 0.603)
H (-1.458, 0.780, 1.567)
H (-1.368, 2.411, 0.905)
H (-2.560, 2.047, 2.131)
C (2.573, -2.654, -3.979)
C (3.742, -2.537, -3.117)
N (4.634, -2.439, -2.401)
H (1.696, -2.882, -3.376)
H (2.403, -1.711, -4.495)
H (2.727, -3.446, -4.709)
C (7.958, -1.927, -2.319)
C (8.967, -1.795, -1.275)
N (9.743, -1.690, -0.436)
H (7.005, -2.213, -1.879)
H (7.833, -0.974, -2.830)
H (8.260, -2.686, -3.038)
C (-4.530, 1.340, -6.002)
C (-5.153, 1.703, -7.269)
N (-5.640, 1.991, -8.267)
H (-5.294, 1.190, -5.241)
H (-3.960, 0.421, -6.123)
H (-3.861, 2.134, -5.677)
C (-2.700, -1.062, 4.562)
C (-1.729, 0.023, 4.586)
N (-0.961, 0.875, 4.620)
H (-3.469, -0.852, 3.820)
H (-2.206, -2.000, 4.315)
H (-3.168, -1.163, 5.538)
C (7.776, 1.215, 2.102)
C (7.641, 1.552, 0.692)
N (7.537, 1.803, -0.422)
H (7.806, 0.132, 2.217)
H (8.699, 1.638, 2.495)
H (6.932, 1.613, 2.662)
C (-1.317, -6.640, 4.682)
C (-1.830, -5.337, 5.082)
N (-2.230, -4.305, 5.385)
H (-0.333, -6.522, 4.230)
H (-1.238, -7.289, 5.552)
H (-1.988, -7.093, 3.956)
C (-1.231, -3.678, -3.943)
C (-0.399, -4.874, -3.890)
N (0.276, -5.800, -3.848)
H (-0.688, -2.873, -4.433)
H (-2.150, -3.884, -4.490)
H (-1.478, -3.358, -2.932)
C (-4.154, 4.472, 4.551)
C (-3.636, 4.616, 3.197)
N (-3.200, 4.731, 2.142)
H (-3.410, 3.977, 5.171)
H (-4.376, 5.454, 4.965)
H (-5.057, 3.867, 4.546)
C (-6.528, 5.523, -7.086)
C (-6.400, 5.451, -5.636)
N (-6.294, 5.394, -4.495)
H (-6.748, 4.532, -7.482)
H (-7.330, 6.206, -7.358)
H (-5.595, 5.875, -7.522)
C (-3.388, 0.855, 7.878)
C (-4.197, 1.212, 6.719)
N (-4.832, 1.479, 5.802)
H (-4.035, 0.595, 8.713)
H (-2.752, 0.004, 7.640)
H (-2.757, 1.696, 8.160)

The calculation puts the HOMO-LUMO gap at 9.98 eV. Its structure (SMILES) is CCCCOO[P@@](=O)(O[PH2]=S)O[C@H](Cl)CC.CC#N.CC#N.CC#N.CC#N.CC#N.CC#N.CC#N.CC#N.CC#N.CC#N. The value obtained for the LUMO energy is 0.227 eV.

***

Entry 4:
Here is a structure of composition B2CuH16O4 from the OMol25 dataset. Energies are from ωB97M-V/def2-TZVPD.

Positions of all 23 atoms, in Å:
Cu (3.400, 27.612, -21.352)
B (3.875, 26.775, -19.215)
H (4.504, 26.492, -20.045)
H (4.423, 26.747, -18.287)
H (3.608, 27.812, -19.348)
H (2.958, 26.207, -19.223)
B (1.128, 27.665, -21.154)
H (1.608, 28.495, -20.659)
H (0.067, 27.740, -20.973)
H (1.388, 27.683, -22.201)
H (1.402, 26.667, -20.848)
O (3.227, 28.381, -23.597)
H (3.521, 27.990, -24.420)
H (2.772, 29.181, -23.861)
O (3.477, 29.886, -21.363)
H (3.316, 30.557, -20.700)
H (3.887, 30.358, -22.088)
O (3.280, 25.643, -22.398)
H (3.557, 24.792, -22.058)
H (2.890, 25.446, -23.249)
O (5.611, 28.081, -21.716)
H (6.261, 28.759, -21.530)
H (6.113, 27.369, -22.111)

The calculation puts the HOMO-LUMO gap (spin up / spin down) at 8.04 / 6.36 eV. As for the expectation value of S²: 0.752. The spin multiplicity is 2. For the energy above the lowest of the compared OMol25 structures with the same formula, charge and spin, the calculation gives 3.149 eV. The value obtained for the LUMO energy (spin up / spin down) is -0.542 / -2.115 eV.

***

Entry 5:
Here is the molecule C4H6O from the OMol25 dataset. Energies are from ωB97M-V/def2-TZVPD.

Positions of all 11 atoms, in Å:
O (0.348, -1.168, 0.891)
C (-1.005, -0.253, -0.308)
C (-0.447, 1.014, -0.690)
C (0.926, 1.035, 0.078)
C (1.247, -0.039, 0.762)
H (0.762, -1.952, 0.488)
H (-0.998, -1.103, -0.984)
H (-1.714, -0.326, 0.509)
H (-0.239, 1.115, -1.757)
H (-1.024, 1.870, -0.336)
H (2.145, -0.194, 1.346)

The calculation puts the HOMO-LUMO gap (spin up / spin down) at 7.48 / 7.48 eV. For the energy above the lowest of the compared OMol25 structures with the same formula, charge and spin, the calculation gives 4.666 eV. The value obtained for the LUMO energy (spin up / spin down) is -0.010 / -0.010 eV.

***

Entry 6:
Here is a structure of composition C18H40AlBrN3O6P2 from the OMol25 dataset. Energies are from ωB97M-V/def2-TZVPD.

Positions of all 71 atoms, in Å:
O (3.615, -1.806, -5.917)
N (2.645, -2.032, -6.576)
O (1.516, -1.653, -5.903)
Al (0.609, -0.546, -7.118)
P (-1.649, -0.184, -6.589)
O (-1.910, -0.591, -5.110)
P (1.757, 1.473, -7.372)
O (2.921, 1.141, -8.611)
Br (2.901, 1.990, -5.476)
H (0.648, -1.280, -8.531)
H (-2.504, -0.988, -7.424)
H (-2.055, 1.190, -6.747)
H (2.491, 0.476, -9.166)
C (-2.026, -3.230, -0.772)
C (-0.689, -3.154, -0.007)
C (-0.519, -1.755, 0.604)
C (-0.163, -0.691, -0.429)
C (1.074, -1.109, -1.213)
C (0.938, -2.497, -1.857)
N (0.435, -3.533, -0.904)
O (1.447, -3.902, -0.135)
C (0.002, -2.400, -3.081)
C (2.301, -2.878, -2.465)
C (-0.882, -4.157, 1.147)
H (-2.858, -2.988, -0.106)
H (-2.105, -2.536, -1.604)
H (-2.197, -4.238, -1.158)
H (0.272, -1.778, 1.364)
H (-1.434, -1.459, 1.127)
H (-1.009, -0.511, -1.098)
H (0.031, 0.258, 0.080)
H (1.283, -0.364, -1.984)
H (1.936, -1.100, -0.534)
H (-0.316, -3.391, -3.415)
H (0.504, -1.927, -3.925)
H (-0.881, -1.789, -2.906)
H (3.105, -2.872, -1.726)
H (2.587, -2.163, -3.238)
H (2.262, -3.868, -2.926)
H (-0.969, -5.178, 0.771)
H (-1.797, -3.928, 1.699)
H (-0.065, -4.125, 1.869)
C (-0.656, 3.438, 6.029)
C (-1.412, 3.071, 4.736)
C (-1.675, 1.557, 4.698)
C (-0.427, 0.742, 4.379)
C (0.204, 1.229, 3.082)
C (0.501, 2.737, 3.084)
N (-0.657, 3.555, 3.548)
O (-1.512, 3.645, 2.544)
C (1.735, 3.014, 3.971)
C (0.965, 3.139, 1.671)
C (-2.767, 3.786, 4.899)
H (-1.226, 3.117, 6.904)
H (0.319, 2.968, 6.127)
H (-0.518, 4.519, 6.107)
H (-2.435, 1.334, 3.941)
H (-2.091, 1.226, 5.653)
H (0.286, 0.796, 5.208)
H (-0.698, -0.313, 4.280)
H (1.126, 0.670, 2.897)
H (-0.473, 0.987, 2.255)
H (1.828, 4.078, 4.198)
H (2.653, 2.713, 3.462)
H (1.734, 2.455, 4.906)
H (0.231, 2.892, 0.903)
H (1.880, 2.606, 1.404)
H (1.176, 4.210, 1.616)
H (-2.643, 4.871, 4.891)
H (-3.228, 3.511, 5.850)
H (-3.477, 3.516, 4.117)

The calculation puts the HOMO-LUMO gap (spin up / spin down) at 6.84 / 6.26 eV. As for the expectation value of S²: 2.008. The spin multiplicity is 3. The total charge is -1. For the energy above the lowest of the compared OMol25 structures with the same formula, charge and spin, the calculation gives 1.731 eV. The value obtained for the LUMO energy (spin up / spin down) is 2.084 / 1.503 eV.

***

Repeat the sixth record exactly.
Here is a structure of composition C18H40AlBrN3O6P2 from the OMol25 dataset. Energies are from ωB97M-V/def2-TZVPD.

Positions of all 71 atoms, in Å:
O (3.615, -1.806, -5.917)
N (2.645, -2.032, -6.576)
O (1.516, -1.653, -5.903)
Al (0.609, -0.546, -7.118)
P (-1.649, -0.184, -6.589)
O (-1.910, -0.591, -5.110)
P (1.757, 1.473, -7.372)
O (2.921, 1.141, -8.611)
Br (2.901, 1.990, -5.476)
H (0.648, -1.280, -8.531)
H (-2.504, -0.988, -7.424)
H (-2.055, 1.190, -6.747)
H (2.491, 0.476, -9.166)
C (-2.026, -3.230, -0.772)
C (-0.689, -3.154, -0.007)
C (-0.519, -1.755, 0.604)
C (-0.163, -0.691, -0.429)
C (1.074, -1.109, -1.213)
C (0.938, -2.497, -1.857)
N (0.435, -3.533, -0.904)
O (1.447, -3.902, -0.135)
C (0.002, -2.400, -3.081)
C (2.301, -2.878, -2.465)
C (-0.882, -4.157, 1.147)
H (-2.858, -2.988, -0.106)
H (-2.105, -2.536, -1.604)
H (-2.197, -4.238, -1.158)
H (0.272, -1.778, 1.364)
H (-1.434, -1.459, 1.127)
H (-1.009, -0.511, -1.098)
H (0.031, 0.258, 0.080)
H (1.283, -0.364, -1.984)
H (1.936, -1.100, -0.534)
H (-0.316, -3.391, -3.415)
H (0.504, -1.927, -3.925)
H (-0.881, -1.789, -2.906)
H (3.105, -2.872, -1.726)
H (2.587, -2.163, -3.238)
H (2.262, -3.868, -2.926)
H (-0.969, -5.178, 0.771)
H (-1.797, -3.928, 1.699)
H (-0.065, -4.125, 1.869)
C (-0.656, 3.438, 6.029)
C (-1.412, 3.071, 4.736)
C (-1.675, 1.557, 4.698)
C (-0.427, 0.742, 4.379)
C (0.204, 1.229, 3.082)
C (0.501, 2.737, 3.084)
N (-0.657, 3.555, 3.548)
O (-1.512, 3.645, 2.544)
C (1.735, 3.014, 3.971)
C (0.965, 3.139, 1.671)
C (-2.767, 3.786, 4.899)
H (-1.226, 3.117, 6.904)
H (0.319, 2.968, 6.127)
H (-0.518, 4.519, 6.107)
H (-2.435, 1.334, 3.941)
H (-2.091, 1.226, 5.653)
H (0.286, 0.796, 5.208)
H (-0.698, -0.313, 4.280)
H (1.126, 0.670, 2.897)
H (-0.473, 0.987, 2.255)
H (1.828, 4.078, 4.198)
H (2.653, 2.713, 3.462)
H (1.734, 2.455, 4.906)
H (0.231, 2.892, 0.903)
H (1.880, 2.606, 1.404)
H (1.176, 4.210, 1.616)
H (-2.643, 4.871, 4.891)
H (-3.228, 3.511, 5.850)
H (-3.477, 3.516, 4.117)

The calculation puts the HOMO-LUMO gap (spin up / spin down) at 6.84 / 6.26 eV. As for the expectation value of S²: 2.008. The spin multiplicity is 3. The total charge is -1. For the energy above the lowest of the compared OMol25 structures with the same formula, charge and spin, the calculation gives 1.731 eV. The value obtained for the LUMO energy (spin up / spin down) is 2.084 / 1.503 eV.